[1]
85
Properties=species:S:1:pos:R:3:forces:R:3 method="wB97M-V/def2-TZVPD" total_energy_ev=-101863.124 homo_lumo_gap_ev=7.35 largest_force_ev_per_a=0.2 e_above_lowest_kj_mol=8.3
Sn 0.237 1.460 -1.361 -0.0272 0.0299 -0.0122
C -2.816 2.885 -0.465 -0.0276 0.0251 -0.0160
C -1.814 3.077 0.676 0.0018 -0.0247 0.0347
N -0.453 3.302 0.197 0.0437 -0.0142 -0.0256
C -0.064 4.673 -0.122 -0.0026 -0.0025 0.0088
C -0.801 5.334 -1.281 0.0056 -0.0035 -0.0030
S -0.633 4.515 -2.896 -0.0188 -0.0007 -0.0159
C -2.314 3.925 -3.246 -0.0071 -0.0128 0.0194
C -2.627 2.471 -2.904 0.0296 0.0100 -0.0019
N -2.259 2.067 -1.545 0.0167 -0.0591 0.0184
H -3.730 2.439 -0.058 0.0173 -0.0144 -0.0005
H -3.104 3.851 -0.871 -0.0179 0.0039 0.0051
H -2.159 3.889 1.329 0.0117 0.0136 -0.0138
H -1.774 2.165 1.269 -0.0102 0.0131 -0.0016
H 0.210 2.950 0.888 -0.0086 0.0022 0.0154
H -0.192 5.322 0.756 -0.0002 0.0008 -0.0050
H 1.004 4.649 -0.350 -0.0013 0.0002 0.0087
H -1.859 5.472 -1.066 -0.0006 -0.0054 0.0041
H -0.381 6.334 -1.398 -0.0034 0.0017 0.0005
H -3.014 4.618 -2.778 -0.0029 0.0037 -0.0024
H -2.451 4.047 -4.321 0.0116 -0.0003 -0.0011
H -3.698 2.313 -3.094 0.0003 0.0062 0.0047
H -2.082 1.809 -3.581 -0.0097 -0.0027 -0.0002
H -2.544 1.097 -1.435 -0.0114 0.0244 -0.0151
S -1.223 -1.035 -2.485 0.0131 0.0113 -0.0955
P -1.265 -1.184 -0.491 -0.0296 0.0688 0.1769
C -0.315 0.036 0.238 0.0939 -0.0329 -0.0960
P 1.027 -0.052 1.281 -0.0492 -0.0045 0.0135
S 2.230 1.524 0.915 0.0155 0.0030 0.0133
C 0.610 -0.059 3.057 0.0040 0.0084 -0.0050
C -0.581 -0.634 3.485 -0.0053 -0.0115 -0.0288
C -0.891 -0.693 4.837 -0.0106 -0.0089 -0.0146
C -0.006 -0.175 5.771 0.0161 0.0105 0.0138
C 1.186 0.401 5.351 -0.0183 -0.0041 0.0203
C 1.494 0.460 4.000 -0.0071 -0.0071 -0.0102
C 2.014 -1.575 1.098 0.0099 0.0226 0.0092
C 2.168 -2.525 2.100 -0.0007 0.0208 -0.0068
C 2.967 -3.643 1.883 -0.0087 -0.0061 0.0148
C 3.619 -3.810 0.673 0.0036 -0.0125 -0.0103
C 3.457 -2.869 -0.337 0.0065 0.0088 0.0036
C 2.652 -1.763 -0.128 0.0057 -0.0005 -0.0096
C -3.017 -1.001 0.019 -0.0117 -0.0401 -0.0174
C -4.019 -1.653 -0.700 0.0100 0.0068 -0.0089
C -5.346 -1.531 -0.321 -0.0034 -0.0015 0.0009
C -5.688 -0.753 0.780 -0.0064 0.0021 0.0034
C -4.699 -0.103 1.501 -0.0143 -0.0005 0.0182
C -3.368 -0.229 1.120 0.0312 0.0055 -0.0012
C -0.885 -2.874 0.064 0.0086 -0.0077 -0.0249
C -1.462 -3.394 1.219 -0.0141 -0.0079 0.0030
C -1.110 -4.658 1.671 -0.0044 0.0043 0.0058
C -0.181 -5.409 0.967 0.0079 -0.0067 0.0107
C 0.388 -4.900 -0.193 0.0041 -0.0063 -0.0134
C 0.035 -3.639 -0.645 -0.0116 0.0023 0.0010
H -1.266 -1.038 2.751 0.0078 -0.0037 0.0308
H -1.823 -1.142 5.159 0.0005 -0.0033 -0.0012
H -0.245 -0.217 6.826 -0.0015 -0.0014 -0.0012
H 1.876 0.808 6.079 0.0011 0.0017 -0.0025
H 2.417 0.917 3.665 0.0060 0.0026 -0.0012
H 1.672 -2.399 3.054 0.0007 -0.0006 -0.0005
H 3.079 -4.381 2.667 0.0010 0.0027 0.0005
H 4.249 -4.676 0.511 -0.0013 0.0006 0.0020
H 3.956 -2.999 -1.290 -0.0023 -0.0019 0.0012
H 2.514 -1.035 -0.919 0.0091 0.0191 -0.0122
H -3.749 -2.242 -1.568 -0.0071 0.0000 -0.0006
H -6.117 -2.038 -0.886 0.0014 -0.0016 0.0009
H -6.726 -0.656 1.074 0.0000 0.0007 -0.0023
H -4.959 0.501 2.362 0.0014 0.0029 -0.0022
H -2.584 0.272 1.674 -0.0184 0.0158 -0.0082
H -2.210 -2.825 1.759 0.0021 -0.0024 0.0065
H -1.567 -5.056 2.567 0.0016 -0.0010 -0.0003
H 0.097 -6.395 1.319 -0.0013 -0.0010 -0.0049
H 1.112 -5.485 -0.745 -0.0028 0.0001 0.0015
H 0.464 -3.239 -1.556 -0.0041 -0.0056 0.0029
N 7.884 0.652 -5.388 -0.0072 -0.0014 0.0024
C 6.899 0.612 -4.799 -0.0048 0.0011 0.0090
C 5.663 0.563 -4.060 0.0135 -0.0009 -0.0087
C 5.661 0.734 -2.682 0.0072 0.0113 0.0075
C 4.445 0.674 -2.018 -0.0059 0.0093 -0.0065
N 3.287 0.463 -2.640 0.0271 -0.0482 0.0115
C 3.302 0.304 -3.960 -0.0317 0.0063 0.0061
C 4.460 0.343 -4.720 -0.0085 0.0094 -0.0078
H 6.580 0.908 -2.141 -0.0012 -0.0001 -0.0004
H 4.388 0.801 -0.942 -0.0075 -0.0122 0.0066
H 2.339 0.138 -4.431 0.0025 -0.0085 -0.0010
H 4.429 0.206 -5.791 -0.0009 -0.0008 0.0009

***

[2]
92
Properties=species:S:1:pos:R:3:forces:R:3 method="wB97M-V/def2-TZVPD" total_energy_ev=-80014.017 homo_lumo_gap_ev="7.00 / 7.00" largest_force_ev_per_a=0.5 e_above_lowest_kj_mol=0.7 total_charge=+1
W 0.698 0.824 -0.694 -0.2947 0.4143 0.1844
C 2.272 -2.847 -1.434 -0.0003 -0.0158 -0.0205
C 1.325 -2.011 -2.246 -0.0080 0.0452 0.0663
C 0.173 -2.535 -2.779 -0.0352 -0.0048 -0.0476
C -0.715 -1.763 -3.560 0.0497 -0.0419 -0.0226
C -1.980 -2.385 -4.078 0.0071 0.0002 -0.0036
C -0.382 -0.461 -3.835 0.0088 0.0372 0.0380
C 0.828 0.094 -3.366 0.0238 -0.0717 -0.2283
C 1.416 1.283 -4.073 -0.0077 -0.0065 0.0618
C 1.658 -0.660 -2.532 0.0436 0.0160 -0.0580
H 2.703 -3.642 -2.046 -0.0054 -0.0020 -0.0051
H 1.770 -3.326 -0.590 0.0013 0.0037 -0.0069
H 3.088 -2.243 -1.039 -0.0101 -0.0122 -0.0207
H -0.056 -3.585 -2.620 0.0101 0.0030 -0.0066
H -1.763 -3.285 -4.657 0.0005 0.0013 0.0025
H -2.532 -1.695 -4.714 0.0005 0.0015 0.0006
H -2.633 -2.682 -3.254 -0.0066 -0.0057 -0.0013
H -1.020 0.140 -4.475 0.0050 -0.0004 -0.0035
H 1.880 0.917 -4.993 0.0018 0.0110 -0.0010
H 2.193 1.757 -3.479 -0.0012 0.0226 0.0023
H 0.662 2.011 -4.353 -0.0799 0.0505 0.0059
H 2.674 -0.329 -2.346 -0.0069 0.0095 0.0184
N 0.725 1.990 1.170 -0.0353 0.0712 0.0018
C 2.122 2.152 1.650 -0.0006 -0.0327 -0.0040
C 3.165 1.702 0.629 0.0674 -0.0219 0.0070
O 4.333 1.862 0.874 -0.0206 0.0000 -0.0236
O 2.707 1.103 -0.452 0.0504 -0.0311 -0.0332
H 0.310 2.899 0.997 0.0711 -0.0493 0.0297
H 0.160 1.562 1.896 -0.0118 -0.0288 -0.0089
H 2.270 1.541 2.542 -0.0041 -0.0036 -0.0100
H 2.330 3.185 1.921 -0.0025 -0.0028 0.0073
C 1.660 4.357 -2.835 -0.0049 -0.0004 0.0028
C 0.506 3.954 -1.909 0.2202 0.0742 0.1913
O 0.626 2.656 -1.464 -0.3434 -0.3272 -0.2511
C 0.581 4.898 -0.684 0.0746 0.0104 -0.0181
F -0.305 4.556 0.289 -0.0523 0.0731 0.0079
F 1.793 4.818 -0.120 -0.0528 0.0113 -0.0149
F 0.343 6.166 -1.003 0.0003 -0.0130 0.0071
C -0.858 4.192 -2.635 -0.0221 -0.0393 -0.0255
F -1.849 4.557 -1.792 -0.0049 -0.0096 -0.0193
F -1.270 3.078 -3.251 0.0943 -0.0100 -0.0269
F -0.765 5.158 -3.548 0.0088 0.0068 -0.0025
H 2.583 3.963 -2.415 -0.0050 0.0045 0.0060
H 1.732 5.439 -2.918 -0.0005 -0.0076 -0.0045
H 1.515 3.952 -3.831 -0.0026 -0.0116 -0.0086
N 0.465 -0.670 0.330 0.1343 -0.1870 0.1866
P 0.240 -1.478 1.692 -0.0542 0.0536 -0.0194
C -0.415 -0.375 2.958 0.0206 -0.0207 0.0285
C 0.345 0.017 4.057 -0.0069 -0.0022 -0.0214
C -0.160 0.961 4.944 -0.0049 0.0162 -0.0030
C -1.415 1.512 4.732 -0.0016 -0.0062 0.0098
C -2.182 1.115 3.640 -0.0016 0.0047 -0.0040
C -1.687 0.172 2.756 0.0125 -0.0049 -0.0162
C -0.974 -2.788 1.530 -0.0077 0.0062 -0.0730
C -1.783 -3.168 2.599 0.0201 -0.0094 0.0102
C -2.686 -4.209 2.442 -0.0004 -0.0049 0.0063
C -2.786 -4.865 1.223 -0.0045 0.0006 0.0025
C -1.984 -4.485 0.155 0.0014 0.0117 0.0043
C -1.079 -3.448 0.309 0.0029 -0.0014 0.0190
C 1.786 -2.155 2.283 -0.0332 -0.0445 -0.0203
C 1.794 -3.147 3.263 0.0110 0.0250 0.0334
C 3.001 -3.610 3.759 0.0133 0.0001 -0.0135
C 4.195 -3.089 3.274 -0.0009 -0.0036 0.0026
C 4.189 -2.113 2.288 -0.0015 -0.0203 -0.0187
C 2.983 -1.647 1.784 0.0128 -0.0041 0.0437
H 1.327 -0.411 4.220 0.0001 -0.0010 0.0013
H 0.430 1.266 5.798 -0.0003 -0.0019 0.0011
H -1.803 2.248 5.423 0.0008 0.0004 -0.0017
H -3.165 1.540 3.483 0.0000 -0.0015 -0.0014
H -2.282 -0.139 1.904 -0.0020 -0.0026 -0.0057
H -1.719 -2.651 3.549 -0.0017 0.0001 -0.0033
H -3.315 -4.503 3.271 -0.0035 -0.0012 -0.0030
H -3.495 -5.674 1.105 0.0027 -0.0025 0.0016
H -2.065 -4.997 -0.795 0.0000 0.0003 -0.0021
H -0.461 -3.129 -0.520 -0.0128 -0.0078 0.0131
H 0.864 -3.561 3.635 -0.0031 0.0016 0.0033
H 3.013 -4.380 4.519 -0.0010 -0.0040 -0.0041
H 5.137 -3.456 3.661 -0.0007 0.0058 0.0070
H 5.118 -1.715 1.902 -0.0001 0.0044 0.0080
H 2.974 -0.911 0.991 -0.0097 0.0678 0.0097
N -4.402 2.958 -0.142 -0.0127 0.0100 0.0049
C -3.688 1.847 -0.478 0.0094 -0.0008 0.0064
C -2.283 1.890 -0.535 -0.0143 -0.0256 0.0285
N -1.570 0.821 -0.845 0.1923 -0.0370 -0.0422
C -2.239 -0.324 -1.080 0.0103 0.0075 0.0076
C -3.613 -0.357 -0.981 0.0003 0.0135 0.0148
N -4.348 0.713 -0.687 0.0121 -0.0020 -0.0088
H -3.985 3.861 -0.294 -0.0003 -0.0006 -0.0051
H -5.397 2.898 -0.282 0.0005 0.0043 -0.0028
H -1.752 2.800 -0.308 0.0222 0.0307 0.0085
H -1.655 -1.194 -1.330 -0.0159 0.0137 0.0398
H -4.147 -1.285 -1.149 -0.0040 0.0017 0.0032